# 1
46
Properties=species:S:1:pos:R:3:nbo_charge:R:1 method="wB97M-V/def2-TZVPD" total_charge=+1 energy_ha=-1888.75373 orbital_gap_ev=7.17 homo_ev=-11.6 de_lowest_kcal_mol=23.5
W 0.331 -0.038 -0.416 1.884
O 3.356 -2.813 -0.252 -0.504
C 2.617 -1.923 0.034 0.771
O 1.419 -1.712 -0.539 -0.705
C 2.916 -0.815 1.012 0.108
C 3.904 -0.637 1.958 -0.166
C 3.823 0.498 2.770 -0.124
C 2.781 1.418 2.655 -0.182
C 1.836 1.171 1.675 0.101
N 1.974 0.096 0.910 -0.420
C 0.501 1.634 1.100 0.399
O -0.160 2.578 1.372 -0.469
O 1.266 1.181 -1.435 -0.630
H 4.696 -1.365 2.068 0.263
H 4.581 0.658 3.527 0.248
H 2.705 2.274 3.310 0.260
O -3.504 1.207 -0.975 -0.530
C -2.647 0.888 -0.205 0.808
O -1.371 0.755 -0.624 -0.671
C -2.888 0.579 1.231 -0.226
C -4.012 1.153 1.813 -0.131
C -4.303 0.940 3.150 -0.193
C -3.476 0.131 3.914 -0.170
C -2.364 -0.463 3.341 -0.244
C -2.062 -0.240 2.000 -0.056
S -0.685 -1.168 1.381 0.049
H -4.644 1.775 1.194 0.247
H -5.173 1.405 3.592 0.233
H -3.700 -0.046 4.957 0.231
H -1.727 -1.113 3.926 0.230
C -2.608 -1.629 -3.484 -0.260
O -1.294 -1.853 -4.055 -0.470
C -0.266 -1.459 -3.342 0.947
O -0.420 -0.947 -2.221 -0.704
N 0.899 -1.685 -3.954 -0.435
N 2.108 -1.305 -3.374 -0.638
H -3.301 -1.944 -4.255 0.218
H -2.742 -0.576 -3.248 0.216
H -2.725 -2.237 -2.591 0.201
H 0.867 -2.161 -4.845 0.407
H 2.643 -0.767 -4.043 0.370
H 2.630 -2.128 -3.093 0.378
C 1.929 2.434 -1.474 -0.252
H 2.384 2.547 -2.455 0.214
H 2.705 2.472 -0.707 0.187
H 1.202 3.227 -1.304 0.214

# 2
71
Properties=species:S:1:pos:R:3:lowdin_charge:R:1 method="wB97M-V/def2-TZVPD" energy_ha=-2049.36259 orbital_gap_ev=9.05 homo_ev=-8.9 smiles=C[C@@H](I)C[SiH2]C(F)(F)C(F)F.COC[C@@H](C)N.COC[C@@H](C)N.COC[C@@H](C)N
C 2.416 -1.028 -0.835 -0.162
C 1.864 0.492 -1.262 -0.777
I 0.814 0.513 -3.200 0.805
C 1.053 1.236 -0.046 -0.378
Si -0.865 1.120 -0.153 0.685
C -1.569 -0.662 -0.341 -0.335
F -0.589 -1.754 -0.136 -0.048
F -2.617 -0.830 0.734 -0.084
C -2.410 -0.804 -1.778 -0.145
F -3.871 -0.663 -1.468 -0.053
F -2.074 -2.125 -2.368 -0.051
H 2.042 -1.204 0.264 0.075
H 3.592 -1.082 -0.955 0.086
H 1.855 -1.804 -1.525 0.063
H 2.859 1.128 -1.433 0.045
H 1.507 0.899 1.003 0.104
H 1.323 2.396 -0.130 0.094
H -1.384 1.650 1.135 -0.018
H -1.474 1.939 -1.197 -0.030
H -2.141 0.117 -2.468 0.099
C -3.974 4.716 5.338 -0.076
C -3.865 4.852 3.821 -0.431
C -3.620 3.507 3.098 -0.197
O -2.277 3.024 3.194 -0.230
C -1.986 2.336 4.401 -0.107
N -2.818 5.834 3.504 0.033
H -3.004 4.570 5.819 0.064
H -4.408 5.625 5.770 0.077
H -4.623 3.877 5.612 0.079
H -4.824 5.246 3.463 0.135
H -3.799 3.664 2.027 0.120
H -4.333 2.739 3.421 0.119
H -2.844 1.767 4.770 0.093
H -1.640 3.042 5.158 0.073
H -1.166 1.638 4.204 0.086
H -2.815 5.994 2.496 0.071
H -1.915 5.381 3.678 0.071
C 6.879 1.988 -2.558 -0.071
C 6.187 2.783 -1.453 -0.421
C 7.123 3.145 -0.276 -0.195
O 7.394 2.059 0.615 -0.194
C 8.419 1.182 0.175 -0.108
N 5.008 2.034 -0.993 0.035
H 7.038 0.941 -2.289 0.064
H 6.267 1.991 -3.468 0.079
H 7.849 2.429 -2.811 0.080
H 5.844 3.724 -1.900 0.136
H 6.619 3.906 0.332 0.121
H 8.056 3.601 -0.628 0.118
H 9.209 1.707 -0.370 0.091
H 7.992 0.388 -0.440 0.073
H 8.863 0.709 1.057 0.089
H 4.495 2.611 -0.326 0.079
H 5.348 1.253 -0.425 0.078
C -4.248 -4.524 -2.337 -0.074
C -4.582 -5.727 -1.460 -0.427
C -3.397 -6.703 -1.274 -0.197
O -3.145 -7.543 -2.405 -0.197
C -2.377 -6.932 -3.430 -0.110
N -5.761 -6.410 -2.014 0.031
H -4.214 -4.773 -3.401 0.067
H -5.010 -3.745 -2.219 0.080
H -3.283 -4.088 -2.056 0.059
H -4.845 -5.340 -0.468 0.135
H -3.648 -7.385 -0.453 0.119
H -2.484 -6.177 -0.970 0.117
H -1.628 -6.242 -3.031 0.090
H -3.036 -6.419 -4.133 0.073
H -1.859 -7.722 -3.983 0.086
H -6.039 -7.153 -1.372 0.070
H -5.453 -6.915 -2.850 0.071

# 3
34
Properties=species:S:1:pos:R:3:nbo_charge:R:1 method="wB97M-V/def2-TZVPD" energy_ha=-673.70129 orbital_gap_ev=9.44 homo_ev=-8.8 de_lowest_kcal_mol=114.8 smiles="CCN(C)C(C)=O.Cc1ccc(O)cc1"
C 1.985 2.159 -2.616 -0.653
C 0.638 0.117 -2.925 -0.223
C 1.619 0.794 -2.220 -0.030
C 0.591 -1.309 -2.854 -0.238
C 2.378 0.163 -1.193 -0.217
C 1.394 -1.933 -1.882 0.245
C 2.279 -1.161 -1.081 -0.231
O 1.265 -3.262 -1.451 -0.701
H -0.073 0.683 -3.541 0.221
H -0.165 -2.043 -3.436 0.237
H 1.690 2.936 -1.882 0.227
H 1.567 2.230 -3.682 0.222
H 3.184 0.702 -0.726 0.213
H 3.073 -1.539 -0.352 0.221
H 1.987 -3.849 -1.990 0.481
H 3.084 2.321 -3.064 0.228
C -0.988 1.317 2.246 -0.245
C -1.135 1.581 0.747 -0.603
C 0.238 -0.980 2.433 -0.424
C -3.556 -0.255 1.963 -0.736
C -2.159 -0.829 2.428 0.673
O -2.278 -1.826 3.009 -0.592
N -0.977 -0.213 2.620 -0.453
H -0.139 1.894 2.605 0.211
H -1.744 1.740 2.949 0.209
H -1.157 0.318 0.525 0.214
H -0.248 1.961 0.216 0.209
H 0.007 -1.777 1.728 0.216
H -4.125 -1.061 1.290 0.246
H -1.857 2.167 0.512 0.195
H 0.968 -0.400 1.889 0.202
H 0.445 -1.212 3.501 0.225
H -4.075 -0.057 2.948 0.240
H -3.719 0.621 1.286 0.213

# 4
125
Properties=species:S:1:pos:R:3:mulliken_spin:R:1 method="wB97M-V/def2-TZVPD" total_charge=+3 multiplicity=8 energy_ha=-5077.22293 orbital_gap_ev="8.36 / 2.41" homo_ev="-14.4 / -15.0"
Cu -0.053 2.648 0.568 0.722
Mn 1.396 -2.368 -1.646 4.563
C 0.096 0.103 -0.275 0.005
O 0.200 -1.074 -0.533 -0.053
O 0.917 0.940 -0.587 0.068
O -0.784 0.599 0.395 0.126
C -0.325 2.897 -3.425 0.000
C -1.515 3.409 -2.694 -0.002
C -2.829 3.065 -3.356 0.001
O -3.801 3.723 -2.616 0.000
C -4.170 5.072 -2.784 0.000
N -1.399 2.888 -1.378 0.006
H -0.235 3.295 -4.436 0.000
H -0.258 1.811 -3.492 0.001
H 0.524 3.190 -2.808 -0.001
H -1.463 4.494 -2.605 0.000
H -3.142 2.021 -3.381 0.000
H -2.875 3.451 -4.374 0.000
H -4.767 5.335 -1.911 0.000
H -4.978 5.134 -3.513 0.000
H -3.404 5.751 -3.160 0.000
H -2.287 3.166 -0.985 -0.003
H -1.506 1.884 -1.359 -0.002
C 2.582 -6.440 -2.845 0.005
C 1.825 -5.064 -2.578 0.003
C 0.819 -5.175 -1.411 0.033
O 0.114 -3.891 -1.211 -0.018
C -1.142 -3.885 -0.458 0.027
N 2.705 -3.922 -2.189 0.076
H 3.659 -6.276 -2.829 -0.001
H 2.302 -6.684 -3.870 0.000
H 2.337 -7.177 -2.080 0.000
H 1.340 -4.822 -3.524 0.001
H 1.201 -5.655 -0.510 -0.007
H 0.031 -5.836 -1.773 0.002
H -1.581 -2.894 -0.341 -0.002
H -1.013 -4.171 0.586 0.002
H -1.908 -4.515 -0.911 0.001
H 3.316 -4.354 -1.511 0.010
H 3.322 -3.914 -2.988 0.003
C -2.090 -2.181 3.029 0.006
C -3.318 -1.379 2.570 0.018
C -4.323 -1.435 3.755 0.103
O -4.892 -2.705 3.931 0.705
C -5.762 -2.888 5.105 0.015
N -2.767 -0.025 2.309 0.002
H -1.598 -1.899 3.960 0.004
H -1.285 -2.366 2.317 0.005
H -2.478 -3.152 3.336 0.002
H -3.697 -1.922 1.704 -0.008
H -5.173 -0.780 3.563 0.039
H -3.812 -1.148 4.675 0.014
H -6.502 -2.091 5.173 0.046
H -5.287 -2.734 6.074 0.040
H -6.395 -3.773 5.029 0.002
H -2.027 0.000 1.623 -0.006
H -3.562 0.410 1.863 0.005
C 4.298 -2.665 1.703 0.003
C 3.090 -3.079 0.855 0.014
C 1.859 -3.177 1.839 -0.014
O 1.756 -4.508 2.305 0.001
C 0.512 -4.599 3.125 0.002
N 2.883 -1.996 -0.097 0.144
H 5.266 -2.824 1.228 0.000
H 4.374 -3.310 2.578 0.002
H 4.168 -1.628 2.014 -0.002
H 3.389 -3.997 0.349 -0.009
H 0.946 -3.026 1.263 0.047
H 1.802 -2.557 2.734 0.000
H 0.638 -4.142 4.107 0.000
H 0.431 -5.672 3.296 0.000
H -0.268 -4.173 2.494 0.000
H 2.298 -1.254 0.257 -0.046
H 3.759 -1.494 -0.079 0.016
C -1.878 2.348 4.645 0.004
C -0.811 2.688 3.586 -0.006
C 0.302 1.567 3.604 -0.004
O 1.145 1.925 2.563 -0.003
C 2.379 1.296 2.576 -0.001
N -1.549 2.715 2.329 0.055
H -2.745 3.006 4.700 0.000
H -1.448 2.500 5.635 0.001
H -2.197 1.309 4.561 -0.001
H -0.233 3.580 3.825 0.000
H -0.234 0.618 3.570 0.001
H 0.764 1.633 4.589 0.000
H 2.971 1.725 3.384 0.000
H 2.868 1.487 1.620 0.000
H 2.261 0.255 2.879 0.001
H -2.026 1.826 2.378 -0.003
H -2.352 3.317 2.444 0.001
C 1.991 0.705 -4.606 0.001
C 1.458 -0.462 -3.711 -0.110
C 0.900 -1.716 -4.375 0.025
O 0.193 -2.347 -3.343 0.050
C -1.189 -2.042 -3.189 0.030
N 2.517 -0.837 -2.794 0.136
H 2.269 1.593 -4.039 -0.002
H 1.126 1.015 -5.193 0.000
H 2.774 0.363 -5.283 0.001
H 0.657 -0.009 -3.127 0.069
H 1.754 -2.363 -4.574 -0.009
H 0.306 -1.342 -5.209 0.000
H -1.620 -2.839 -2.583 -0.002
H -1.714 -1.950 -4.140 0.001
H -1.348 -1.075 -2.713 -0.004
H 3.011 -0.109 -2.297 -0.006
H 3.202 -1.209 -3.436 0.010
C 0.767 7.159 0.447 0.002
C 0.650 5.683 -0.033 -0.006
C 2.025 5.149 -0.556 0.001
O 1.982 3.739 -0.739 0.004
C 3.172 3.129 -1.371 -0.001
N 0.254 4.878 1.136 0.050
H 1.067 7.855 -0.336 0.001
H 1.579 7.366 1.143 0.000
H -0.194 7.555 0.776 0.000
H -0.081 5.398 -0.790 0.000
H 2.910 5.431 0.015 0.000
H 2.245 5.655 -1.497 0.000
H 3.250 3.614 -2.345 0.000
H 3.095 2.161 -1.867 0.001
H 4.002 3.136 -0.664 0.000
H -0.651 5.272 1.351 -0.001
H 0.935 5.056 1.860 -0.001

# 5
14
Properties=species:S:1:pos:R:3:nbo_charge:R:1 method="wB97M-V/def2-TZVPD" energy_ha=-1504.54677 orbital_gap_ev=6.62 homo_ev=-7.3 de_lowest_kcal_mol=50.1 smiles="[SiH2]=[PH]1[SiH2][SiH2][SiH2]1"
Si -0.180 -1.994 -1.378 0.223
Si 0.005 -1.371 0.871 0.364
Si 0.442 0.329 -1.655 0.389
Si -0.571 2.792 2.044 0.208
P -0.231 0.835 0.571 -0.269
H 0.551 -3.350 -1.485 -0.080
H -1.660 -2.343 -1.612 -0.091
H -1.119 -1.660 1.855 -0.077
H 1.354 -0.947 1.378 -0.093
H 1.918 0.289 -1.398 -0.130
H 0.374 1.522 -2.604 -0.077
H -0.623 3.859 0.937 -0.201
H 0.941 2.993 2.432 -0.212
H -1.692 0.937 0.293 0.044

# 6
46
Properties=species:S:1:pos:R:3:mulliken_spin:R:1 method="wB97M-V/def2-TZVPD" total_charge=+1 multiplicity=2 energy_ha=-3038.02572 orbital_gap_ev="6.50 / 6.87" homo_ev="-11.2 / -11.2" de_lowest_kcal_mol=38.2
Fe 0.067 0.508 -0.856 1.170
O 3.714 0.873 0.530 0.025
C 2.517 0.828 0.418 -0.003
O 1.836 0.848 -0.684 0.037
C 1.614 0.729 1.649 -0.001
C 2.143 0.698 2.931 -0.002
C 1.268 0.563 3.998 0.001
C -0.094 0.479 3.745 -0.002
C -0.533 0.552 2.433 -0.001
N 0.302 0.667 1.409 -0.037
H 3.210 0.775 3.059 0.000
H 1.641 0.526 5.009 0.000
H -0.803 0.369 4.549 0.000
H -1.582 0.502 2.179 0.001
F -2.713 1.278 -0.814 -0.005
C -1.881 0.224 -1.111 -0.107
F -1.632 0.334 -2.470 -0.011
H -2.464 -0.694 -0.961 -0.006
C 1.079 4.624 -0.892 -0.004
Sb -0.440 3.090 -1.057 -0.041
C -1.698 3.986 0.441 -0.005
C -1.533 3.754 -2.798 -0.007
H 0.589 5.591 -0.989 -0.001
H 1.860 4.533 -1.638 0.000
H 1.523 4.544 0.097 0.000
H -1.968 4.966 0.060 -0.001
H -1.162 4.105 1.375 0.000
H -2.597 3.410 0.609 0.000
H -1.286 4.793 -2.989 -0.001
H -2.594 3.664 -2.589 0.000
H -1.290 3.158 -3.671 0.000
N -0.026 -6.786 -0.032 -0.001
C 0.288 -5.918 -1.030 -0.002
S 0.766 -6.638 -2.528 0.004
C 0.219 -4.523 -0.904 0.002
C 0.571 -3.676 -1.996 -0.004
C 0.529 -2.320 -1.863 0.013
N 0.153 -1.701 -0.724 -0.009
C -0.193 -2.483 0.317 0.003
C -0.186 -3.848 0.285 -0.002
H 0.144 -7.767 -0.180 0.000
H -0.038 -6.470 0.924 0.000
H 0.870 -4.128 -2.930 0.000
H 0.801 -1.662 -2.679 0.000
H -0.490 -1.956 1.212 -0.001
H -0.505 -4.397 1.158 0.000

# 7
101
Properties=species:S:1:pos:R:3:mulliken_spin:R:1 method="wB97M-V/def2-TZVPD" total_charge=+2 multiplicity=4 energy_ha=-6469.13495 orbital_gap_ev="6.57 / 6.69" homo_ev="-12.2 / -12.2" de_lowest_kcal_mol=0.0
Nd 9.807 10.395 15.151 3.061
N 9.468 12.313 17.007 -0.006
C 8.311 13.161 16.834 0.002
C 6.920 12.451 16.792 0.001
C 6.581 11.801 15.419 0.001
N 7.246 10.510 15.286 -0.006
H 9.484 11.827 17.928 0.001
H 10.309 12.879 16.987 0.001
H 8.412 13.725 15.884 -0.001
H 8.248 13.896 17.629 0.000
H 6.157 13.244 16.990 0.000
H 6.863 11.734 17.623 0.000
H 6.816 12.460 14.543 -0.001
H 5.434 11.692 15.384 0.000
H 6.923 9.992 14.473 0.001
H 7.083 9.938 16.111 0.001
C 12.206 8.568 10.738 0.000
C 12.353 9.157 12.191 0.000
Ge 11.824 11.060 12.558 0.000
C 13.375 11.903 13.589 0.000
C 14.693 12.139 12.853 0.000
C 11.932 12.048 10.823 0.001
C 10.766 12.675 10.554 -0.005
Ge 9.610 12.473 12.179 -0.006
C 9.579 14.170 13.190 0.000
C 10.314 15.260 12.377 0.000
C 7.939 11.677 11.318 0.000
C 6.761 12.679 11.352 0.000
C 10.545 13.460 9.316 0.002
C 11.703 14.083 8.747 -0.001
C 11.598 14.811 7.606 0.000
C 10.355 14.966 7.030 -0.001
C 9.214 14.372 7.569 0.001
C 9.294 13.601 8.712 -0.001
H 12.512 7.501 10.736 0.000
H 12.904 9.096 10.054 0.000
H 11.177 8.636 10.387 0.000
H 13.400 9.109 12.473 0.000
H 11.856 8.554 12.896 0.000
H 13.571 11.192 14.415 0.000
H 13.016 12.812 14.063 0.000
H 14.933 11.340 12.120 0.000
H 15.524 12.237 13.538 0.000
H 14.657 13.105 12.318 0.000
H 12.913 12.202 10.286 0.000
H 10.050 14.092 14.198 0.000
H 8.503 14.409 13.337 0.000
H 11.379 14.970 12.190 0.000
H 10.370 16.193 12.920 0.000
H 9.853 15.390 11.392 0.000
H 7.781 10.789 11.967 0.000
H 8.260 11.387 10.299 0.000
H 6.428 12.878 12.376 0.000
H 5.819 12.281 10.855 0.000
H 6.985 13.571 10.776 0.000
H 12.715 13.947 9.178 0.000
H 12.440 15.284 7.163 0.000
H 10.268 15.565 6.084 0.000
H 8.260 14.487 7.053 0.000
H 8.401 13.068 9.064 0.000
C 8.655 7.273 18.551 0.000
C 8.679 6.031 17.877 0.000
C 8.839 6.020 16.492 0.001
C 8.939 7.269 15.799 -0.006
N 9.166 8.433 16.457 -0.016
C 8.901 8.428 17.803 0.003
C 8.855 7.293 14.321 -0.006
C 8.233 6.201 13.735 -0.005
C 8.063 6.185 12.360 0.001
C 8.572 7.210 11.561 -0.003
C 9.190 8.325 12.178 0.007
C 9.330 8.400 13.541 -0.010
H 8.541 7.382 19.603 0.000
H 8.619 5.076 18.344 0.000
H 8.884 5.059 15.943 0.000
H 8.987 9.362 18.346 0.000
H 7.725 5.441 14.336 0.000
H 7.575 5.354 11.845 0.000
H 8.466 7.207 10.467 0.000
H 9.571 9.179 11.601 0.000
C 12.961 12.047 17.468 0.000
N 13.349 10.678 17.736 0.000
C 14.372 10.526 18.813 0.000
C 14.408 9.123 19.315 0.000
C 14.388 8.129 18.139 0.000
N 13.259 8.419 17.277 0.000
C 12.707 7.256 16.533 0.000
C 12.789 9.675 17.031 0.000
O 11.884 9.866 16.138 -0.011
H 13.820 12.741 17.429 0.000
H 12.253 12.407 18.243 0.000
H 12.536 12.091 16.431 0.002
H 14.127 11.307 19.596 0.000
H 15.287 10.909 18.427 0.000
H 13.508 8.949 19.924 0.000
H 15.255 8.892 19.976 0.000
H 14.459 7.076 18.417 0.000
H 15.300 8.302 17.536 0.000
H 12.864 7.431 15.454 0.000
H 11.610 7.267 16.673 0.000
H 13.129 6.293 16.788 0.000

# 8
8
Properties=species:S:1:pos:R:3:nbo_charge:R:1 method="wB97M-V/def2-TZVPD" total_charge=+1 energy_ha=-744.49546 orbital_gap_ev=8.05 homo_ev=-14.4 de_lowest_kcal_mol=17.9 smiles="[NH2+]=C(I)NI"
C -0.003 0.328 0.629 0.493
N -0.181 1.599 0.474 -0.754
N 0.139 -0.681 -0.206 -0.782
I 0.049 -0.478 2.915 0.202
I -0.292 2.395 -1.475 0.466
H -0.373 2.146 1.352 0.473
H 0.143 -0.628 -1.232 0.456
H 0.565 -1.344 0.403 0.447

# 9
20
Properties=species:S:1:pos:R:3:nbo_charge:R:1 method="wB97M-V/def2-TZVPD" energy_ha=-473.70446 orbital_gap_ev=9.79 homo_ev=-8.9 de_lowest_kcal_mol=61.7
C -3.608 1.336 -1.004 -0.731
C -2.416 0.744 -0.427 0.792
O -2.081 -0.317 -1.188 -0.702
O -1.940 1.167 0.636 -0.614
H -4.130 0.530 -1.626 0.245
H -3.253 2.132 -1.764 0.246
H -4.175 1.885 -0.225 0.248
C 2.298 -1.987 -0.903 -0.375
C 1.851 -0.067 0.776 0.598
N 0.576 -0.321 0.431 -0.844
N 2.918 -0.857 0.074 -0.670
N 2.396 0.507 1.931 -0.845
H -1.335 -0.895 -0.905 0.525
H -0.250 0.111 0.745 0.392
H 3.469 -0.303 -0.525 0.364
H 3.410 0.403 1.940 0.398
H 1.854 0.404 2.790 0.408
H 2.048 -1.515 -1.940 0.171
H 1.478 -2.450 -0.573 0.208
H 3.069 -2.558 -1.193 0.186

# 10
17
Properties=species:S:1:pos:R:3:nbo_charge:R:1 method="wB97M-V/def2-TZVPD" energy_ha=-346.92986 orbital_gap_ev=10.61 homo_ev=-9.6 de_lowest_kcal_mol=60.0 smiles=CO[C@H]1CO[C@H]1C
C -1.465 -1.839 0.162 -0.250
O -0.261 -1.152 0.399 -0.527
C 0.037 -0.265 -0.636 0.061
C -0.799 1.014 -0.722 -0.099
O 0.394 1.812 -0.783 -0.527
C 1.217 0.701 -0.369 0.094
C 1.703 0.801 1.080 -0.655
H -2.322 -1.151 0.081 0.166
H -1.404 -2.431 -0.763 0.167
H -1.626 -2.507 1.011 0.198
H 0.124 -0.804 -1.594 0.171
H -1.350 1.202 0.210 0.173
H -1.464 1.161 -1.582 0.180
H 2.065 0.588 -1.056 0.176
H 2.744 0.471 1.143 0.213
H 1.634 1.841 1.414 0.229
H 1.091 0.160 1.720 0.230